# C4H5OTb

A structure of composition C4H5OTb at a distorted geometry (wB97M-V/def2-TZVPD, OMol25).

Each line ends with the Mulliken charge.
Element x y z (Å)
1 Tb -0.964 1.797 1.537  1.7532
2 O 0.386 0.143 0.666  -0.6403
3 C 0.837 -0.935 -1.405  -0.1766
4 C 0.629 -2.303 -0.917  0.0046
5 C 0.541 0.179 -0.627  0.2102
6 C -0.073 -3.250 -1.557  -0.6313
7 H 0.971 -2.511 0.102  0.3006
8 H -0.507 -3.068 -2.544  0.2537
9 H 1.723 0.392 -0.997  0.2112
10 H 0.768 -0.766 -2.484  0.4312
11 H -0.244 -4.229 -1.106  0.2836

Results
Net charge   +2
Multiplicity   7
Highest occupied orbital energy (spin up / spin down)   -17.3 / -17.3 eV
Gap between HOMO and LUMO (spin up / spin down)   0.2602 / 0.2834 hartree